Below is a 2-piece molecular cluster, C32H36F2NO3 overall, with properties calculated with ωB97M-V/def2-TZVPD.

Last column: Mulliken charge in e.
Element x y z (Å)
C  4.36  1.53  1.80  -1.840
C  3.69  0.97  0.54  2.323
C  3.42  2.14  -0.40  -1.855
C  4.67  0.01  -0.14  -1.707
C  2.38  0.23  0.91  -0.617
C  1.16  0.60  0.40  -0.051
C  -0.05  -0.10  0.73  0.104
C  -1.25  0.27  0.10  -0.144
C  -2.53  -0.21  0.49  0.677
C  -2.84  -0.49  1.85  -1.002
C  -4.02  -1.13  2.18  0.477
F  -4.24  -1.46  3.50  -0.356
C  -4.98  -1.49  1.24  -0.887
C  -4.70  -1.16  -0.10  0.420
F  -5.63  -1.49  -1.06  -0.334
C  -3.54  -0.50  -0.48  -0.845
C  0.06  -1.23  1.61  -0.726
C  1.23  -1.65  2.17  -0.927
C  1.33  -2.87  3.12  2.204
C  2.24  -3.95  2.53  -1.755
C  -0.03  -3.50  3.39  -2.084
C  1.93  -2.45  4.48  -1.733
C  2.45  -0.91  1.83  1.670
O  3.55  -1.26  2.33  -0.850
H  4.62  0.72  2.48  0.356
H  5.27  2.08  1.52  0.462
H  3.68  2.22  2.32  0.346
H  2.99  1.79  -1.35  0.174
H  2.74  2.87  0.06  0.386
H  4.37  2.65  -0.63  0.467
H  4.21  -0.42  -1.04  0.281
H  5.58  0.56  -0.43  0.473
H  4.94  -0.80  0.54  0.346
H  1.09  1.45  -0.28  0.109
H  -1.18  0.68  -0.93  -0.108
H  -2.11  -0.25  2.63  0.763
H  -5.89  -1.99  1.52  0.499
H  -3.36  -0.30  -1.54  0.571
H  -0.86  -1.80  1.79  0.776
H  3.25  -3.56  2.39  0.368
H  2.28  -4.80  3.21  0.453
H  1.85  -4.29  1.56  0.343
H  -0.73  -2.79  3.85  0.374
H  -0.47  -3.91  2.47  0.376
H  0.10  -4.33  4.10  0.446
H  1.30  -1.69  4.95  0.351
H  1.98  -3.33  5.13  0.466
H  2.93  -2.06  4.34  0.347
C  -4.12  5.26  0.64  -1.253
C  -4.14  3.99  -0.17  -0.107
O  -2.78  3.68  -0.58  -0.322
C  -2.71  2.58  -1.36  0.372
C  -1.30  2.06  -1.48  0.144
N  -1.06  1.67  -2.76  -0.470
C  0.09  1.33  -3.24  -0.645
C  0.23  0.33  -4.27  0.667
C  1.46  -0.33  -4.49  -0.413
C  1.55  -1.37  -5.42  -0.556
C  0.42  -1.74  -6.16  -0.404
C  -0.81  -1.09  -5.96  -0.434
C  -0.91  -0.07  -5.00  -0.501
O  -3.66  2.03  -1.87  -0.689
H  -5.07  5.36  1.18  0.387
H  -3.32  5.25  1.38  0.314
H  -4.02  6.14  0.00  0.301
H  -4.50  3.15  0.44  0.224
H  -4.80  4.09  -1.04  0.293
H  -0.60  2.73  -0.96  0.317
H  1.02  1.80  -2.89  0.431
H  2.33  -0.03  -3.90  0.306
H  2.49  -1.89  -5.56  0.357
H  0.50  -2.55  -6.90  0.329
H  -1.69  -1.38  -6.54  0.343
H  -1.86  0.43  -4.80  0.422

Summary:
LUMO level ... 1.28 eV
Calculated total energy ... -46834.43764 eV
HOMO-LUMO gap ... 4.284 eV
Total charge ... -1

---

Below is a single C32H36N4O9S molecule, with properties calculated with ωB97M-V/def2-TZVPD.

Last column: Mulliken charge in e.
Element x y z (Å)
C  4.59  5.78  0.36  -0.754
C  2.98  5.47  0.05  0.755
O  2.12  6.33  0.65  -0.522
O  2.53  4.37  -0.85  -0.357
C  1.70  3.52  0.04  -0.212
C  1.77  1.92  -0.29  0.362
C  0.42  1.15  -0.89  0.196
C  -0.97  1.98  -1.20  -1.017
C  -1.90  2.28  0.12  0.600
O  -1.16  2.63  1.34  -0.500
C  -2.97  3.47  -0.35  -0.587
N  -4.37  3.28  0.20  -0.664
C  0.38  -0.48  -1.25  -0.049
C  -0.97  -1.22  -1.81  0.467
C  -1.32  -0.91  -3.39  -0.521
C  -2.88  -1.26  -3.82  -0.620
N  -3.93  -0.72  -2.88  -0.188
C  -4.71  -1.81  -2.17  -0.559
C  -5.01  -1.51  -0.58  0.307
C  -6.36  -0.65  -0.09  -0.547
C  -6.72  -0.37  1.51  -0.384
C  -5.75  -0.93  2.74  -0.398
C  -4.39  -1.76  2.27  -0.445
C  -4.02  -2.04  0.66  0.567
O  -2.77  -2.78  0.41  -0.471
C  1.78  -1.36  -1.00  0.055
C  3.14  -0.60  -0.40  0.140
C  3.16  1.02  -0.04  -0.181
C  4.43  1.84  0.59  -0.482
C  4.31  2.04  2.24  -0.609
S  4.55  0.38  3.15  -0.086
C  2.83  -0.30  3.42  0.413
N  1.58  0.54  3.74  -0.200
N  0.39  -0.18  3.90  -0.324
C  0.82  -1.63  3.65  -0.012
O  2.29  -1.67  3.40  -0.237
C  4.45  -1.55  -0.15  0.134
O  5.73  -1.17  -0.19  -0.564
C  4.14  -3.16  0.16  -0.425
C  2.93  -3.86  -0.41  0.463
C  2.78  -5.45  -0.03  -0.527
C  4.11  -6.22  -0.70  0.435
O  4.00  -6.51  -2.02  -0.508
O  5.31  -6.58  0.12  -0.464
C  1.90  -2.98  -1.33  0.103
O  1.26  -3.62  -2.32  -0.586
H  4.95  5.18  1.30  0.130
H  4.76  6.94  0.59  0.306
H  5.21  5.57  -0.62  0.302
H  0.60  3.98  -0.03  0.056
H  2.03  3.69  1.17  0.138
H  -1.66  1.49  -2.01  0.189
H  -0.64  3.03  -1.64  0.502
H  -2.56  1.32  0.39  0.125
H  -1.79  2.62  2.15  0.334
H  -3.06  3.33  -1.53  0.231
H  -2.53  4.55  -0.21  0.319
H  -4.84  2.65  -0.51  0.249
H  -4.84  4.21  0.04  0.278
H  -1.87  -0.85  -1.12  -0.492
H  -0.96  -2.40  -1.68  0.372
H  -1.04  0.21  -3.69  0.236
H  -0.60  -1.59  -4.05  0.316
H  -3.14  -0.82  -4.90  0.268
H  -2.92  -2.44  -3.95  0.292
H  -3.55  0.00  -2.22  0.180
H  -5.77  -1.86  -2.70  0.345
H  -4.23  -2.88  -2.26  0.273
H  -7.12  -0.22  -0.90  0.276
H  -7.71  0.22  1.80  0.262
H  -5.98  -0.77  3.89  0.296
H  -3.71  -2.16  3.15  0.196
H  -2.14  -2.48  1.16  0.268
H  5.48  1.35  0.41  0.391
H  4.49  2.94  0.13  0.136
H  5.16  2.75  2.66  0.401
H  3.26  2.44  2.58  0.261
H  0.08  -2.55  3.67  0.317
H  4.88  -3.75  0.85  0.272
H  1.85  -5.87  -0.62  0.296
H  2.71  -5.62  1.14  0.325
H  5.03  -6.90  1.03  0.356

Summary:
LUMO level ... -1.81 eV
Calculated total energy ... -68956.67273 eV
Structure (SMILES) ... CC(=O)OCc1c(C[C@@H](O)CN)c(CCCNCc2ccccc2O)c2c(c1CCSc1nnco1)C(=O)C=C(CC(=O)O)C2=O
HOMO-LUMO gap ... 6.614 eV

---

The highest calculated total energy belongs to which entry? C32H36F2NO3

---

Which of these has the lowest HOMO-LUMO gap? C32H36F2NO3

---

Which of these has the highest HOMO-LUMO gap? C32H36N4O9S